Molecular formula: C57H126AsF6N7O7
Method: DFT, ωB97M-V/def2-TZVPD

```
204
Properties=species:S:1:pos:R:3:forces:R:3
As 0.983 -0.379 -0.041 0.96 -1.11 -1.09
F 1.584 -1.764 -1.031 -0.57 1.11 1.19
F 1.538 -1.145 1.448 -0.19 -0.01 -0.70
F 0.501 1.004 0.938 -0.27 -0.57 -0.74
F 0.471 0.344 -1.574 -0.11 0.17 0.93
F -0.590 -1.186 0.092 0.87 0.77 0.17
F 2.571 0.367 -0.232 -0.72 -0.23 0.16
C 0.494 0.001 3.904 -1.07 0.82 -0.06
C 0.116 -0.160 5.423 3.45 -0.03 1.03
C 0.283 1.091 6.312 -1.45 0.57 -0.93
C -0.643 2.214 5.792 0.67 -0.86 0.74
C -2.071 1.743 5.975 0.49 0.30 0.02
C -2.513 0.354 5.424 0.33 1.53 1.53
N -1.341 -0.603 5.518 1.14 -3.62 -4.60
O -1.453 -1.747 5.043 -0.69 3.32 2.52
C -2.894 0.436 3.952 -0.54 0.14 -1.03
C -3.686 -0.087 6.318 0.32 -1.37 -0.72
C 1.070 -1.255 6.099 -1.64 0.10 0.02
H 0.037 0.879 3.444 -0.27 0.06 0.27
H 0.196 -0.810 3.243 0.03 -0.37 0.51
H 1.550 0.199 3.721 0.19 -0.37 0.73
H 1.257 1.532 6.515 0.44 -0.83 -0.60
H -0.084 0.760 7.286 0.01 0.29 0.22
H -0.464 2.542 4.767 0.38 -0.15 -0.01
H -0.425 3.045 6.464 -0.51 0.33 -0.24
H -2.668 2.516 5.491 -0.72 -0.29 0.43
H -2.189 1.705 7.058 -0.62 0.25 -0.06
H -2.292 1.101 3.332 0.46 -0.01 0.38
H -3.891 0.875 3.891 -0.09 -0.08 0.34
H -2.952 -0.510 3.413 0.05 -0.23 0.38
H -4.148 -0.907 5.765 -0.75 0.24 0.20
H -4.320 0.776 6.509 -0.21 -0.19 -0.29
H -3.425 -0.527 7.281 0.46 0.32 0.04
H 1.374 -2.105 5.491 -0.31 0.16 -0.30
H 0.462 -1.633 6.922 0.38 -0.31 0.21
H 1.958 -0.810 6.544 -0.14 0.34 -0.21
C -5.422 3.626 -2.488 1.61 0.38 -1.22
C -4.781 3.829 -1.116 -1.42 -1.30 0.33
C -4.857 2.477 -0.375 1.16 -0.51 0.62
C -3.813 1.424 -0.739 0.30 -0.57 0.24
C -2.353 1.920 -0.696 -2.18 0.61 -0.05
C -2.190 3.231 -1.519 1.61 -0.13 -0.21
N -3.299 4.204 -1.240 -1.06 3.31 1.79
O -3.063 5.369 -0.930 0.26 -3.58 -1.28
C -2.213 2.848 -3.019 0.22 -1.16 -0.19
C -0.860 3.889 -1.082 -0.64 0.29 -0.75
C -5.507 4.853 -0.277 0.47 1.44 -0.06
H -5.177 4.411 -3.207 -0.20 0.47 0.32
H -6.506 3.550 -2.454 0.13 -0.30 0.29
H -4.894 2.782 -2.932 -0.81 -0.47 -0.10
H -5.833 2.018 -0.520 -0.19 0.46 0.06
H -4.715 2.695 0.685 -0.27 0.00 0.11
H -4.119 0.874 -1.630 0.34 0.30 -0.37
H -3.804 0.644 0.027 -0.45 -0.04 0.11
H -1.692 1.122 -1.027 0.33 0.44 -0.17
H -2.168 2.120 0.361 0.40 0.17 -0.06
H -2.275 3.580 -3.823 -0.12 0.51 0.52
H -2.947 2.064 -3.213 -0.44 0.36 0.09
H -1.303 2.267 -3.191 0.36 0.32 0.20
H -0.681 4.800 -1.654 0.14 -0.02 -0.01
H -0.066 3.169 -1.280 -0.01 -0.03 0.14
H -0.882 4.164 -0.028 0.01 -0.15 0.02
H -6.550 4.669 -0.024 0.06 -0.79 -0.42
H -5.526 5.804 -0.812 0.04 0.14 0.18
H -4.998 4.999 0.677 0.08 0.12 -0.02
C 6.667 2.823 2.911 1.03 -0.62 -2.00
C 5.139 2.794 3.024 0.96 -0.41 1.99
C 4.865 2.814 4.564 -0.52 1.97 -0.29
C 3.425 3.212 4.895 -0.26 -1.91 -0.43
C 3.077 4.518 4.292 1.10 1.29 -0.09
C 3.233 4.657 2.760 -0.28 1.50 1.32
N 4.583 4.081 2.343 0.36 -2.40 -6.40
O 5.018 4.253 1.144 -2.19 0.03 6.40
C 3.188 6.143 2.335 -1.22 -1.12 -0.49
C 2.050 3.858 2.136 1.24 -0.81 -1.49
C 4.518 1.473 2.426 0.33 0.96 -0.84
H 7.241 3.625 3.372 -0.66 0.20 0.40
H 7.014 2.823 1.874 -0.41 0.37 -0.27
H 7.157 1.889 3.193 -0.58 -0.11 0.77
H 5.480 3.636 4.937 0.27 -0.21 0.26
H 5.210 1.903 5.049 -0.06 -0.11 -0.29
H 3.234 3.294 5.964 0.19 -0.31 0.04
H 2.792 2.427 4.466 -0.38 -0.15 0.35
H 3.772 5.192 4.800 -0.25 0.62 -0.24
H 2.061 4.836 4.523 0.07 0.04 0.04
H 2.970 6.152 1.267 0.59 0.33 -0.13
H 4.022 6.779 2.620 -0.04 -0.15 0.10
H 2.235 6.467 2.757 0.26 0.48 0.31
H 2.375 2.821 2.047 -0.30 -0.08 -0.18
H 1.857 4.218 1.125 0.12 -0.03 -0.07
H 1.085 3.823 2.638 0.41 0.59 0.70
H 5.222 0.716 2.768 -0.17 -0.08 0.05
H 4.483 1.452 1.335 0.43 0.16 -0.08
H 3.491 1.223 2.688 0.12 0.23 0.63
C -0.219 -1.930 -6.080 0.60 -1.67 -0.50
C -1.203 -2.351 -5.000 1.75 2.35 1.54
C -1.080 -1.289 -3.875 -1.65 0.71 1.12
C -2.387 -1.158 -2.997 0.47 0.08 0.22
C -3.677 -0.967 -3.782 2.05 -0.23 -0.75
C -3.842 -2.039 -4.865 -2.22 1.87 -0.54
N -2.561 -2.270 -5.618 -0.49 -3.05 -3.95
O -2.646 -2.622 -6.814 0.25 1.68 4.71
C -4.901 -1.522 -5.873 -0.62 -1.08 0.35
C -4.363 -3.321 -4.234 0.24 -0.59 1.03
C -0.841 -3.729 -4.453 0.16 -1.10 -0.93
H -0.173 -2.781 -6.762 -0.27 0.58 -0.83
H 0.818 -1.938 -5.746 -0.22 0.46 0.70
H -0.462 -0.968 -6.526 -0.08 -0.21 -0.23
H -0.776 -0.306 -4.247 -0.77 0.12 -0.69
H -0.206 -1.397 -3.230 -0.12 -1.09 0.04
H -2.366 -0.232 -2.424 0.67 -0.27 0.40
H -2.521 -1.986 -2.298 0.47 -0.09 0.06
H -3.487 0.007 -4.238 -0.87 0.10 -0.33
H -4.541 -0.971 -3.121 -0.11 0.12 -0.25
H -4.844 -0.473 -6.155 0.41 -0.11 -0.09
H -5.849 -1.675 -5.354 -0.04 0.36 0.10
H -5.021 -2.188 -6.726 0.30 0.26 -0.21
H -5.254 -3.202 -3.613 -0.59 0.96 -0.88
H -3.762 -3.592 -3.361 0.90 -0.84 -0.76
H -4.609 -4.078 -4.976 0.49 -0.33 0.24
H 0.197 -3.730 -4.119 -0.02 0.57 0.08
H -0.801 -4.404 -5.310 -0.37 -0.32 0.13
H -1.416 -4.182 -3.647 -0.39 0.38 -0.14
C 2.247 2.336 -8.086 -1.92 -0.41 -0.22
C 1.817 1.691 -6.743 2.44 -0.26 0.12
N 1.735 2.666 -5.569 -0.10 0.53 0.64
C 3.036 3.505 -5.436 -1.11 0.01 0.30
C 0.495 3.541 -5.829 0.70 1.09 0.17
C 0.479 4.824 -5.018 1.36 0.25 0.42
C 1.443 1.941 -4.238 1.52 -0.44 -1.33
C 2.625 1.007 -3.827 -1.83 0.60 -0.38
O 2.442 -0.191 -4.573 -0.71 0.06 1.23
C 3.088 -1.311 -3.996 1.98 -0.36 -0.32
H 2.714 1.580 -8.717 -0.15 -0.17 0.13
H 2.944 3.170 -8.107 -0.14 0.02 0.58
H 1.307 2.614 -8.565 0.37 0.39 -0.55
H 2.617 0.968 -6.584 0.06 0.24 0.93
H 0.943 1.043 -6.681 -0.44 0.58 -0.58
H 2.980 4.085 -4.516 -0.22 -0.10 0.02
H 3.092 4.216 -6.255 0.14 -0.29 -0.10
H 3.915 2.875 -5.334 -0.20 -0.17 -0.60
H -0.405 2.997 -5.547 0.21 -0.57 -0.55
H 0.542 3.823 -6.879 -0.34 -0.33 -0.04
H 1.396 5.390 -5.185 -0.20 0.23 -0.42
H 0.565 4.636 -3.945 -0.67 -0.04 0.11
H -0.344 5.489 -5.270 -0.16 -0.27 0.07
H 0.550 1.369 -4.488 0.10 -0.28 0.41
H 1.213 2.672 -3.465 0.17 0.16 -0.19
H 2.496 0.926 -2.745 0.25 -0.71 -0.03
H 3.582 1.493 -4.014 0.13 -0.23 -0.04
H 2.772 -2.273 -4.399 -0.53 0.34 -0.35
H 3.099 -1.420 -2.910 -0.62 0.59 0.10
H 4.137 -1.214 -4.292 0.20 -0.32 0.14
C -4.151 -2.685 0.444 0.53 1.33 -0.42
C -3.286 -3.932 0.338 -0.42 -0.78 1.33
N -3.344 -4.936 1.511 -0.11 0.76 1.51
C -2.946 -4.197 2.813 -1.40 0.57 -1.11
C -4.784 -5.503 1.741 0.69 0.10 0.69
C -4.958 -6.379 3.021 0.17 0.03 -1.76
C -2.323 -6.058 1.228 -0.69 1.19 1.31
C -0.850 -5.606 1.254 0.32 -1.30 -1.67
O -0.470 -5.289 -0.095 -1.44 0.48 0.69
C 0.780 -4.681 -0.247 0.47 -0.40 0.11
H -3.881 -2.073 -0.423 0.20 -0.17 -0.26
H -3.847 -2.001 1.239 0.01 -0.35 0.36
H -5.238 -2.646 0.387 -0.03 -1.03 0.27
H -2.226 -3.689 0.405 -0.07 0.40 -0.82
H -3.524 -4.521 -0.546 0.18 0.06 -0.06
H -3.751 -3.479 2.979 -0.22 -0.22 0.15
H -2.089 -3.543 2.670 0.40 -0.64 -0.07
H -2.932 -4.861 3.672 0.46 -0.15 -0.28
H -5.017 -6.059 0.834 0.00 -0.14 0.09
H -5.459 -4.650 1.805 0.22 0.16 -0.16
H -4.295 -7.236 2.912 -0.14 -0.14 0.47
H -5.980 -6.745 2.917 0.01 -0.14 0.28
H -4.853 -5.891 3.986 0.06 0.15 -0.19
H -2.712 -6.496 0.311 0.78 -0.24 -0.15
H -2.460 -6.748 2.059 -0.07 -0.14 -0.18
H -0.306 -6.498 1.580 0.12 -0.19 -0.15
H -0.505 -4.859 1.972 -0.67 0.45 -0.05
H 1.516 -5.466 -0.055 0.52 0.33 -0.13
H 0.934 -3.817 0.405 -0.10 -0.02 0.26
H 0.854 -4.301 -1.265 0.04 -0.25 -0.02
C 4.398 -4.549 2.448 0.16 0.09 0.45
N 4.831 -3.127 2.777 -1.30 1.26 -1.36
C 3.669 -2.450 3.512 1.30 -0.34 0.75
C 6.131 -3.045 3.595 -0.43 -1.40 -0.40
C 4.812 -2.249 1.466 0.90 -0.73 0.00
C 5.664 -2.794 0.304 -0.04 0.77 -0.11
O 7.008 -3.087 0.622 -0.71 -0.41 0.42
H 4.181 -5.029 3.402 -0.11 -0.03 -0.07
H 5.119 -5.172 1.921 0.51 0.56 0.10
H 3.510 -4.507 1.819 -0.07 0.20 0.17
H 3.762 -2.738 4.559 -0.39 -0.15 -0.01
H 2.710 -2.688 3.059 0.17 -0.23 0.01
H 3.841 -1.378 3.441 -0.07 -0.02 0.09
H 6.955 -3.320 2.941 -0.03 0.53 -0.13
H 6.118 -3.871 4.307 -0.38 0.10 0.17
H 6.253 -2.123 4.159 -0.21 0.21 -0.48
H 5.067 -1.239 1.785 0.52 -0.14 0.03
H 3.776 -2.155 1.137 -0.05 -0.38 0.10
H 5.691 -2.052 -0.500 -0.48 0.35 0.12
H 5.134 -3.625 -0.161 0.52 -0.50 0.30
H 7.381 -2.276 0.984 0.41 0.00 -0.21
```
Forces are in eV/Å.

Properties
net charge = +6
HOMO-LUMO gap = 6.28 eV
total energy = -5989.6941 hartree
energy above the lowest of the compared OMol25 structures with the same formula, charge and spin = 0.0 kJ/mol
HOMO energy = -21.15 eV

Löwdin population analysis, charges in e, atoms 1 to 99: As 0.859; F -0.275; F -0.272; F -0.254; F -0.255; F -0.259; F -0.262; C -0.008; C -0.365; C -0.116; C -0.167; C -0.121; C -0.421; N 0.076; O 0.192; C -0.004; C 0.021; C 0.015; H 0.056; H 0.072; H 0.076; H 0.122; H 0.140; H 0.099; H 0.133; H 0.142; H 0.138; H 0.084; H 0.113; H 0.080; H 0.095; H 0.118; H 0.112; H 0.071; H 0.097; H 0.099; C 0.022; C -0.431; C -0.105; C -0.171; C -0.109; C -0.390; N 0.063; O 0.239; C 0.018; C -0.004; C -0.009; H 0.110; H 0.125; H 0.068; H 0.147; H 0.126; H 0.090; H 0.111; H 0.084; H 0.122; H 0.107; H 0.063; H 0.075; H 0.092; H 0.083; H 0.093; H 0.125; H 0.110; H 0.102; C -0.021; C -0.379; C -0.105; C -0.192; C -0.144; C -0.409; N 0.112; O 0.228; C 0.016; C 0.011; C -0.002; H 0.114; H 0.095; H 0.106; H 0.133; H 0.140; H 0.135; H 0.089; H 0.146; H 0.137; H 0.087; H 0.114; H 0.109; H 0.055; H 0.088; H 0.099; H 0.078; H 0.090; H 0.056; C -0.006; C -0.434; C -0.083; C -0.156; C -0.136